(1)
# C28H62F3IInO22P6

A structure of composition C28H62F3IInO22P6 (the ωB97M-V functional and the def2-TZVPD basis, the Open Molecules 2025 dataset).

Last column: Mulliken charge in e.
Positions of all 123 atoms, in Å:
C  3.159  -1.373  -5.141  -0.6622
P  1.781  -2.357  -6.016  0.2660
C  2.375  -2.775  -7.787  -0.8412
In  -0.013  -0.583  -6.394  0.1951
C  -1.710  -1.294  -7.716  -0.5616
C  -2.499  -0.019  -8.155  0.1034
O  -3.069  0.625  -7.330  -0.4796
I  -2.466  0.519  -10.272  -0.1344
C  -0.883  -0.103  -4.368  -1.0843
C  -1.464  -1.320  -3.571  0.0302
O  -0.931  -2.583  -3.998  -0.4964
C  -3.031  -1.395  -3.497  0.8909
F  -3.578  -2.487  -4.145  -0.3147
F  -3.369  -1.502  -2.141  -0.3315
F  -3.701  -0.308  -3.969  -0.2719
C  0.968  1.178  -7.401  0.2756
C  0.994  2.552  -6.885  -0.4496
C  1.631  3.582  -7.682  -0.3713
C  2.258  3.342  -8.984  -0.3732
C  2.276  1.973  -9.486  -0.6147
C  1.632  0.915  -8.689  -0.1497
H  2.628  -0.876  -4.282  -0.2102
H  3.498  -0.520  -5.797  0.3635
H  3.998  -2.025  -4.802  0.4061
H  1.440  -2.706  -8.418  0.1420
H  3.078  -2.001  -8.184  0.2394
H  2.751  -3.823  -7.864  0.3660
H  -2.402  -2.024  -7.230  0.2893
H  -1.280  -1.764  -8.641  0.3581
H  -1.583  0.757  -4.498  0.3962
H  -0.020  0.290  -3.755  0.2450
H  -1.102  -1.215  -2.511  0.0578
H  -1.260  -2.801  -4.887  0.3086
H  0.515  2.733  -5.896  0.2689
H  1.642  4.645  -7.335  0.2738
H  2.701  4.190  -9.557  0.3118
H  2.754  1.709  -10.459  0.3056
H  1.677  -0.108  -9.126  0.1942
C  5.296  0.059  1.578  -0.8104
O  4.690  1.053  0.742  -0.2438
P  3.948  0.446  -0.673  0.6251
O  3.918  1.780  -1.364  -0.5572
O  2.559  0.164  0.153  -0.0322
C  2.012  1.169  1.006  -0.0160
O  3.331  -0.414  -1.993  -0.1278
C  2.966  -1.781  -1.763  -0.6447
H  5.668  0.544  2.480  0.2226
H  4.565  -0.705  1.860  0.3026
H  6.133  -0.409  1.055  0.3212
H  2.314  2.172  0.707  -0.2274
H  2.325  0.984  2.036  0.2899
H  0.926  1.100  0.964  0.0897
H  2.033  -1.828  -1.197  0.1987
H  3.757  -2.303  -1.224  0.2457
H  2.807  -2.266  -2.725  0.3562
C  -3.268  0.726  1.589  -0.5147
O  -1.956  0.841  2.153  -0.0797
P  -1.817  1.954  3.441  0.9317
O  -0.321  2.052  3.341  -0.6601
O  -2.273  0.821  4.526  -0.1940
C  -1.668  -0.474  4.491  -0.6684
O  -1.955  3.157  4.628  -0.3435
C  -3.236  3.322  5.245  -0.6228
H  -3.254  -0.060  0.835  -0.0539
H  -3.998  0.465  2.362  0.2545
H  -3.555  1.668  1.116  0.3467
H  -0.676  -0.457  4.041  0.3294
H  -2.310  -1.155  3.932  0.2107
H  -1.586  -0.846  5.509  0.3435
H  -3.423  2.507  5.948  0.2072
H  -4.027  3.355  4.496  0.2878
H  -3.232  4.261  5.800  0.2468
C  6.408  5.810  3.068  -0.7192
O  5.844  6.883  2.305  -0.3483
P  5.020  6.399  0.888  1.0726
O  5.051  7.764  0.264  -0.6982
O  3.634  6.166  1.735  -0.2260
C  3.182  7.164  2.636  -0.7217
O  4.343  5.634  -0.454  -0.3843
C  3.906  4.270  -0.284  -0.6903
H  6.840  6.222  3.980  0.2413
H  5.637  5.081  3.336  0.3107
H  7.196  5.317  2.493  0.3062
H  3.545  8.157  2.368  0.3328
H  3.508  6.915  3.650  0.2518
H  2.092  7.171  2.620  0.2519
H  2.978  4.244  0.290  0.2510
H  4.670  3.680  0.216  0.3399
H  3.715  3.844  -1.263  0.3903
C  -6.108  -2.767  5.359  -0.8274
O  -4.825  -2.611  5.978  -0.1539
P  -4.759  -1.442  7.225  1.0168
O  -3.255  -1.380  7.148  -0.6184
O  -5.234  -2.572  8.320  -0.3359
C  -4.647  -3.866  8.296  -0.6267
O  -4.803  -0.268  8.454  -0.2678
C  -6.056  -0.055  9.116  -0.6591
H  -6.050  -3.583  4.640  0.2470
H  -6.871  -3.005  6.108  0.3497
H  -6.383  -1.850  4.834  0.3060
H  -3.650  -3.858  7.854  0.2890
H  -5.291  -4.548  7.736  0.2311
H  -4.576  -4.227  9.322  0.2564
H  -6.265  -0.879  9.801  0.2461
H  -6.866  0.043  8.394  0.3026
H  -5.985  0.865  9.698  0.2443
C  1.592  -4.986  1.435  -0.5814
O  0.706  -4.626  2.504  -0.3404
P  -0.656  -3.713  2.029  1.0669
O  -0.955  -3.220  3.412  -0.6814
O  -1.482  -5.091  1.691  -0.3420
C  -1.488  -6.155  2.630  -0.7238
O  -1.880  -2.806  1.292  -0.0898
C  -2.152  -3.075  -0.094  -0.5766
H  2.378  -5.626  1.837  0.2666
H  1.053  -5.532  0.655  0.3438
H  2.047  -4.090  1.009  0.1277
H  -1.318  -5.807  3.649  0.3172
H  -0.721  -6.885  2.358  0.2376
H  -2.460  -6.647  2.582  0.2695
H  -2.686  -4.021  -0.200  0.3296
H  -1.225  -3.105  -0.666  0.3626
H  -2.785  -2.280  -0.483  0.0994

Output
Net charge = -1
DFT total energy = -152237.9600 eV



(2)
# C28H62FN2O2

A cluster of 5 separate species, C28H62FN2O2 in total (the ωB97M-V functional and the def2-TZVPD basis, the Open Molecules 2025 dataset).

Last column: Mulliken charge in e.
Positions of all 95 atoms, in Å:
N  3.828  -0.101  3.406  -0.4334
C  3.454  1.008  2.920  -0.4356
C  2.184  1.104  2.011  0.0861
N  1.552  -0.223  1.997  -0.2291
C  0.090  -0.077  1.933  0.6749
F  -0.424  -1.307  1.500  -0.4069
C  -0.405  0.310  3.384  0.2271
O  -0.133  -0.351  4.378  -0.7279
O  -1.078  1.402  3.417  -0.6929
H  4.682  0.039  3.960  0.2049
H  4.062  1.906  3.190  0.3548
H  2.549  1.375  0.981  -0.2012
H  1.498  1.906  2.365  0.5139
H  1.920  -0.743  1.202  0.1377
H  -0.176  0.757  1.241  -0.0110
C  0.137  1.339  -1.987  -1.0272
C  1.351  0.418  -1.929  0.2952
C  2.653  1.104  -2.342  -0.3309
C  2.691  1.610  -3.785  -1.0422
C  2.447  0.543  -4.853  -0.4293
C  3.502  -0.558  -4.856  -1.0928
H  -0.055  1.693  -3.002  0.4623
H  -0.754  0.808  -1.648  0.0302
H  0.278  2.208  -1.339  0.2748
H  1.170  -0.466  -2.547  0.4086
H  1.461  0.056  -0.902  -0.3158
H  3.483  0.410  -2.175  0.0396
H  2.834  1.953  -1.674  0.3712
H  3.668  2.074  -3.964  0.4489
H  1.954  2.409  -3.912  0.3420
H  2.447  1.029  -5.833  0.3931
H  1.454  0.101  -4.730  0.2553
H  4.498  -0.141  -5.023  0.2889
H  3.299  -1.274  -5.655  0.3772
H  3.513  -1.110  -3.914  0.2040
C  5.584  -0.985  0.270  -0.7837
C  5.511  -2.456  -0.122  -0.3381
C  5.260  -3.382  1.068  -0.7081
C  6.354  -3.374  2.137  -0.5976
C  7.754  -3.736  1.637  -0.4050
C  7.847  -5.151  1.076  -1.2204
H  6.417  -0.789  0.949  0.3826
H  5.728  -0.363  -0.617  0.3533
H  4.660  -0.668  0.759  -0.0934
H  6.427  -2.743  -0.648  0.2829
H  4.694  -2.585  -0.839  0.2560
H  5.120  -4.402  0.695  0.3535
H  4.314  -3.104  1.542  0.3228
H  6.069  -4.075  2.929  0.4283
H  6.394  -2.389  2.610  0.1694
H  8.453  -3.647  2.474  0.3955
H  8.087  -3.019  0.882  0.2337
H  7.561  -5.888  1.831  0.2892
H  8.871  -5.369  0.765  0.3853
H  7.202  -5.284  0.205  0.2857
C  -6.440  4.587  2.967  -1.2569
C  -5.222  3.669  3.005  -0.1919
C  -3.926  4.365  2.593  -0.5785
C  -3.902  4.892  1.155  -0.7793
C  -4.150  3.837  0.077  -0.6270
C  -3.089  2.745  0.062  -0.7247
H  -6.639  4.953  1.958  0.2735
H  -7.331  4.049  3.303  0.3945
H  -6.298  5.448  3.625  0.2880
H  -5.403  2.793  2.376  0.1246
H  -5.102  3.292  4.024  0.3894
H  -3.093  3.673  2.744  0.1941
H  -3.744  5.206  3.272  0.3857
H  -2.928  5.361  0.976  0.3707
H  -4.643  5.691  1.043  0.3396
H  -4.159  4.334  -0.899  0.3710
H  -5.140  3.388  0.200  0.2530
H  -2.096  3.168  -0.105  0.2971
H  -3.291  2.034  -0.744  0.2564
H  -3.071  2.185  0.999  0.2229
C  -3.679  -0.800  0.370  -0.7280
C  -4.120  -2.186  -0.084  -0.5988
C  -4.203  -2.325  -1.604  -0.7193
C  -5.225  -1.411  -2.285  -0.5778
C  -6.663  -1.565  -1.792  -0.3635
C  -7.240  -2.954  -2.041  -1.2231
H  -4.393  -0.031  0.065  0.2220
H  -3.604  -0.765  1.458  0.4636
H  -2.701  -0.545  -0.042  0.0111
H  -5.081  -2.436  0.377  0.2890
H  -3.401  -2.919  0.291  0.3450
H  -4.425  -3.369  -1.850  0.3497
H  -3.216  -2.119  -2.034  0.3348
H  -5.197  -1.603  -3.364  0.3977
H  -4.921  -0.367  -2.160  0.1929
H  -7.287  -0.830  -2.310  0.3867
H  -6.730  -1.326  -0.727  0.2543
H  -7.226  -3.196  -3.108  0.2881
H  -8.277  -3.000  -1.701  0.3807
H  -6.683  -3.726  -1.507  0.2863

Output
Net charge = -1
DFT total energy = -39836.0463 eV



(3)
# C28H63F5NO12S

A cluster of 5 separate species, C28H63F5NO12S in total (the ωB97M-V functional and the def2-TZVPD basis, the Open Molecules 2025 dataset).

Last column: Mulliken charge in e.
Positions of all 110 atoms, in Å:
C  -0.095  -2.433  -4.582  -1.0072
N  -0.836  -1.233  -4.192  0.5496
C  -0.959  -0.277  -5.218  -0.7507
S  -2.462  -0.637  -6.315  -0.0534
C  -3.883  -1.067  -5.213  0.7400
F  -3.622  -0.631  -4.016  -0.2753
F  -4.916  -0.386  -5.664  -0.2232
C  -4.278  -2.591  -5.174  0.6712
F  -3.250  -3.381  -5.410  -0.2112
F  -5.219  -2.808  -6.046  -0.2254
F  -4.725  -2.857  -3.975  -0.2090
H  0.867  -2.224  -5.063  0.3171
H  -0.689  -2.991  -5.317  0.4063
H  0.006  -3.065  -3.705  0.2475
H  -0.486  -0.828  -3.325  -0.0781
H  -0.103  -0.243  -5.908  0.5112
H  -1.081  0.740  -4.847  0.4212
H  -2.091  -1.727  -7.033  0.2863
C  -3.252  5.442  0.996  -0.7684
O  -3.288  5.151  -0.389  -0.3210
C  -2.039  5.247  -1.047  -0.6761
C  -1.800  4.079  -1.985  -0.3625
O  -1.605  2.813  -1.360  -0.2299
C  -2.710  2.220  -0.688  0.1260
C  -3.816  1.753  -1.599  0.0714
O  -4.533  2.825  -2.189  -0.3714
C  -4.782  2.668  -3.567  -0.6213
H  -3.385  6.513  1.167  0.2955
H  -4.074  4.906  1.471  0.2377
H  -2.319  5.104  1.459  0.3495
H  -1.215  5.306  -0.328  0.3188
H  -2.042  6.172  -1.638  0.4404
H  -0.863  4.279  -2.513  0.4222
H  -2.572  4.021  -2.753  0.1119
H  -3.067  2.856  0.121  0.1357
H  -2.311  1.319  -0.209  -0.1444
H  -4.534  1.170  -1.008  0.4200
H  -3.374  1.091  -2.352  -0.3397
H  -3.905  2.265  -4.091  0.1485
H  -4.992  3.654  -3.981  0.3159
H  -5.648  2.018  -3.733  0.3079
C  0.280  -3.414  2.743  -0.5048
O  -0.844  -3.658  1.918  -0.1239
C  -1.701  -4.692  2.379  -0.5316
C  -3.166  -4.308  2.289  -0.2323
O  -3.592  -3.285  3.179  -0.4622
C  -3.117  -1.964  2.978  -0.4691
C  -3.612  -1.269  1.724  -0.4069
O  -3.048  -1.835  0.547  -0.0472
C  -3.971  -2.024  -0.503  -0.6221
H  1.114  -4.061  2.457  0.3430
H  0.579  -2.374  2.602  -0.1914
H  0.047  -3.554  3.802  0.4633
H  -1.466  -4.968  3.412  0.3669
H  -1.532  -5.571  1.744  0.3365
H  -3.744  -5.190  2.577  0.4413
H  -3.455  -4.079  1.262  -0.0272
H  -2.030  -1.924  3.050  0.0573
H  -3.500  -1.393  3.829  0.4308
H  -3.298  -0.218  1.768  0.2211
H  -4.706  -1.302  1.695  0.4557
H  -4.932  -2.403  -0.142  0.5183
H  -3.556  -2.770  -1.183  0.2090
H  -4.119  -1.087  -1.050  -0.1233
C  5.071  -1.017  -1.786  -0.8066
O  4.103  0.016  -1.798  -0.1816
C  3.369  0.129  -2.999  -0.9959
C  1.885  0.319  -2.740  0.1414
O  1.203  -0.803  -2.188  -0.2944
C  1.518  -1.191  -0.843  -0.8537
C  1.101  -0.206  0.232  0.7309
O  1.882  0.980  0.203  -0.1519
C  1.112  2.159  0.330  -0.3727
H  6.022  -0.656  -2.186  0.2787
H  5.219  -1.322  -0.750  0.1998
H  4.738  -1.894  -2.350  0.3817
H  3.513  -0.751  -3.638  0.4083
H  3.742  1.008  -3.539  0.4298
H  1.412  0.488  -3.716  0.3241
H  1.696  1.217  -2.152  -0.0564
H  2.570  -1.459  -0.753  0.1416
H  0.952  -2.110  -0.673  0.5460
H  1.253  -0.676  1.212  -0.1839
H  0.035  0.017  0.118  -0.2922
H  0.194  2.087  -0.249  -0.1463
H  1.696  2.989  -0.071  0.3274
H  0.881  2.356  1.382  0.3441
C  5.719  0.441  7.476  -0.7982
O  5.950  0.641  6.096  -0.2899
C  6.439  -0.496  5.406  -0.5522
C  5.734  -0.706  4.079  -0.2346
O  4.368  -1.092  4.159  -0.4657
C  3.419  -0.151  4.641  -0.4573
C  3.172  1.051  3.748  0.0937
O  4.286  1.929  3.731  -0.3528
C  4.626  2.393  2.440  -0.6626
H  6.629  0.639  8.050  0.2948
H  4.947  1.143  7.790  0.2381
H  5.359  -0.571  7.686  0.3756
H  6.337  -1.401  6.014  0.3438
H  7.506  -0.334  5.210  0.3804
H  6.234  -1.543  3.584  0.4137
H  5.860  0.154  3.421  0.0676
H  3.653  0.154  5.662  0.0996
H  2.476  -0.705  4.698  0.4826
H  2.319  1.615  4.149  0.4254
H  2.916  0.707  2.740  -0.2335
H  4.557  1.595  1.694  0.2358
H  5.662  2.732  2.470  0.3012
H  3.979  3.230  2.156  0.2916

Output
Net charge = +1
DFT total energy = -80524.8185 eV



(4)
# C28H63FO8S

A cluster of 5 separate species, C28H63FO8S in total (the ωB97M-V functional and the def2-TZVPD basis, the Open Molecules 2025 dataset).

Last column: Mulliken charge in e.
Positions of all 101 atoms, in Å:
C  1.764  0.320  0.629  -0.0405
O  1.889  1.681  0.087  -0.4325
C  1.196  1.792  -1.239  -0.3617
C  -0.425  1.983  -1.084  -0.2150
C  -1.324  0.815  -1.834  -0.5482
C  -1.737  -0.434  -0.812  -0.1233
C  -1.687  -1.917  -1.584  -0.8073
C  -0.098  -2.246  -1.817  0.4122
C  0.207  -3.697  -2.532  -0.4830
C  1.797  -3.615  -3.043  -0.1231
C  1.845  -4.065  -4.623  -0.9152
C  3.403  -4.058  -5.130  0.3824
F  3.458  -4.810  -6.421  -0.3714
C  4.489  -4.654  -4.057  -0.5137
O  3.931  -5.552  -3.034  -0.3797
S  2.983  -4.581  -1.961  1.1289
O  2.324  -5.383  -0.814  -0.4558
O  3.964  -3.548  -1.282  -0.6935
H  1.417  -0.436  -0.195  -0.2296
H  0.921  0.335  1.453  0.1709
H  2.800  -0.065  1.031  0.2583
H  1.665  2.770  -1.737  0.2833
H  1.532  0.898  -1.916  0.2068
H  -0.720  3.008  -1.610  0.1192
H  -0.774  2.088  0.044  0.2377
H  -2.348  1.343  -2.127  0.3151
H  -0.801  0.437  -2.812  0.2236
H  -0.855  -0.471  -0.009  -0.1045
H  -2.794  -0.301  -0.326  0.3747
H  -2.241  -2.730  -0.911  0.3165
H  -2.313  -1.842  -2.588  0.2786
H  0.407  -2.285  -0.753  -0.3893
H  0.330  -1.418  -2.526  0.1239
H  0.023  -4.629  -1.813  0.2822
H  -0.466  -3.910  -3.485  0.3568
H  2.169  -2.482  -3.015  0.2540
H  1.266  -5.076  -4.824  0.3137
H  1.296  -3.194  -5.227  0.2756
H  3.688  -2.933  -5.387  0.2373
H  5.128  -3.755  -3.617  0.3130
H  5.263  -5.300  -4.688  0.3179
C  0.036  5.514  1.869  -1.0028
C  0.301  6.022  0.460  -0.3909
O  -0.655  5.569  -0.495  -0.3910
C  -2.011  5.942  -0.262  -0.4722
C  -2.228  7.445  -0.227  -0.9180
H  0.016  4.418  1.883  0.2119
H  0.817  5.862  2.553  0.4006
H  -0.924  5.863  2.254  0.2846
H  1.275  5.648  0.131  0.3537
H  0.367  7.114  0.441  0.3420
H  -2.380  5.468  0.653  0.3671
H  -2.599  5.520  -1.086  0.3626
H  -1.669  7.921  0.582  0.2008
H  -3.288  7.674  -0.084  0.3738
H  -1.895  7.901  -1.166  0.2818
C  -4.271  12.262  1.469  -1.1527
C  -3.539  11.151  0.733  -0.2773
O  -4.410  10.172  0.173  -0.3883
C  -5.352  10.637  -0.790  -0.3225
C  -4.706  11.277  -2.007  -1.0341
H  -4.894  11.846  2.270  0.3119
H  -3.555  12.965  1.908  0.3880
H  -4.928  12.827  0.805  0.2741
H  -2.893  10.627  1.444  0.3149
H  -2.880  11.557  -0.039  0.3341
H  -6.068  11.318  -0.319  0.3158
H  -5.927  9.762  -1.115  0.3342
H  -4.123  12.163  -1.744  0.2643
H  -5.471  11.581  -2.729  0.3907
H  -4.025  10.571  -2.495  0.2595
C  1.814  -8.370  3.579  -0.8879
C  1.898  -9.621  2.719  -0.4056
O  1.441  -9.423  1.383  -0.4769
C  2.137  -8.447  0.612  0.2828
C  3.615  -8.754  0.440  -1.0525
H  0.784  -7.997  3.612  0.2134
H  2.144  -8.587  4.601  0.4502
H  2.441  -7.565  3.191  0.1973
H  1.258  -10.392  3.159  0.3483
H  2.913  -10.029  2.714  0.2854
H  1.988  -7.450  1.042  -0.1213
H  1.663  -8.430  -0.376  0.2717
H  4.143  -8.776  1.397  0.2637
H  4.091  -7.996  -0.189  0.3433
H  3.749  -9.735  -0.030  0.2971
C  -0.517  -4.898  5.148  -1.0692
C  -1.011  -4.526  3.760  -0.2121
O  -0.648  -3.205  3.363  -0.4410
C  0.748  -2.923  3.301  -0.3469
C  1.501  -3.808  2.322  -0.4169
H  -0.898  -4.189  5.893  0.3274
H  -0.852  -5.905  5.416  0.3932
H  0.573  -4.882  5.211  0.2440
H  -2.105  -4.565  3.755  0.3392
H  -0.674  -5.251  3.013  0.2258
H  1.188  -2.976  4.302  0.3256
H  0.843  -1.879  2.977  0.1461
H  1.447  -4.863  2.600  -0.1483
H  2.557  -3.524  2.287  0.4945
H  1.078  -3.712  1.316  0.1181

Output
DFT total energy = -59980.8110 eV



no.,strongest force on any atom (eV/Å),HOMO-LUMO gap (eV)
1,9.74,3.03
2,2.69,6.92
3,1.89,6.67
4,7.18,9.62